ORCA calculation (wB97M-V/def2-TZVPD) on a single C4H4N2O molecule.

Calculated total energy (eV): -9237.78083

Last columns: bonded neighbours and bond lengths (Å).
Cartesian coordinates (Å):
1 N 2.8058 -0.6712 1.1868  C2 1.157
2 C 2.0320 -0.4582 0.3532  N1 1.157, C3 1.476
3 C 0.9939 -0.0061 -0.5944  C2 1.476, O4 1.403, H8 1.101, H9 1.194
4 O -0.0748 -0.9011 -0.7502  C3 1.403, C5 1.432
5 C -1.2486 -0.4460 -0.0671  O4 1.432, C6 1.469, H10 1.099, H11 1.101
6 C -1.1230 0.9251 0.4446  C5 1.469, N7 1.156
7 N -1.7025 1.7619 0.9929  C6 1.156
8 H 1.4227 0.3028 -1.5598  C3 1.101
9 H 0.5103 0.9571 -0.0807  C3 1.194
10 H -2.1149 -0.4141 -0.7434  C5 1.099
11 H -1.5008 -1.0502 0.8182  C5 1.101



ORCA calculation (wB97M-V/def2-TZVPD) on a gas-phase ion, C3H5N2 (charge +1).

Calculated total energy (eV): -6157.64072
Total charge: +1

Last columns: bonded neighbours and bond lengths (Å).
Cartesian coordinates (Å):
1 C 1.6629 -0.1072 0.4881  C2 1.440, N4 1.491
2 C 1.1090 0.9117 -0.3648  C1 1.440, N4 1.448, H6 1.094, H7 1.091
3 C -0.8228 -0.8920 -0.2093  N4 1.443, N5 1.424, H8 1.089, H9 1.090
4 N 0.1889 0.0062 0.2922  C1 1.491, C2 1.448, C3 1.443, N5 1.476
5 N -1.2216 0.1179 0.7124  C3 1.424, N4 1.476, H10 1.023
6 H 1.1408 1.9451 -0.0061  C2 1.094
7 H 1.2240 0.8622 -1.4481  C2 1.091
8 H -1.1268 -0.7379 -1.2435  C3 1.089
9 H -0.7585 -1.9349 0.1015  C3 1.090
10 H -1.3960 -0.1712 1.6776  N5 1.023



Values of gap between HOMO and LUMO, in order: 0.422, 0.332, all in Ha.
Values of strongest force on any atom, in order: 2.72, 1.45, all in eV Å⁻¹.